{"formula": "C45H53O2PSSn", "method": "ωB97M-V/def2-TZVPD", "species": ["H", "C", "H", "C", "C", "H", "H", "H", "C", "H", "C", "H", "C", "H", "H", "H", "H", "H", "C", "C", "C", "C", "H", "C", "H", "C", "H", "C", "O", "H", "C", "C", "C", "C", "H", "C", "H", "H", "H", "H", "S", "C", "C", "H", "C", "Sn", "H", "H", "H", "C", "C", "C", "H", "C", "H", "H", "C", "H", "C", "C", "C", "C", "C", "O", "C", "H", "H", "H", "H", "H", "C", "H", "C", "H", "C", "H", "H", "C", "H", "C", "H", "C", "C", "C", "H", "H", "H", "C", "H", "H", "C", "H", "C", "H", "H", "H", "H", "C", "C", "H", "H", "P", "H"], "xyz": [[-2.120749, -6.768204, 0.634035], [4.198163, -1.001167, -2.277371], [6.302112, -0.831569, -2.343971], [4.141142, 2.599498, -1.754065], [-1.985361, 2.499346, 1.187168], [-3.147059, -2.718207, -2.200769], [-0.476090, -2.448379, 5.538535], [3.568863, 3.918969, -3.360844], [-0.480382, -3.049689, 2.740674], [1.648378, -0.306635, 5.020640], [1.416611, 2.351591, -1.242838], [1.657083, -1.888563, 4.213138], [-0.351955, -5.821741, 2.274842], [-0.112417, 5.272591, 3.037961], [4.413240, 1.238850, -0.128488], [-2.231986, 4.419701, 3.952861], [2.103513, 0.230002, -4.630378], [-2.810837, -5.302551, -0.047259], [4.230495, 0.417930, -4.697154], [-1.965776, 3.587550, -4.374001], [3.230542, 3.295522, -2.541731], [2.330912, 1.629659, -0.442582], [2.011403, 3.901266, 0.902665], [-1.623770, -1.308949, 1.902458], [-2.288308, -3.995642, -1.348056], [-0.040224, -5.089206, -0.047304], [-0.443129, -0.826069, 6.266527], [1.283351, -0.865061, 4.149521], [3.389654, -1.878506, -0.156561], [-2.022608, -0.312786, 1.772559], [1.182671, 4.606804, 0.828908], [-2.313203, -5.706683, 0.829474], [-1.183207, -3.535813, 1.614976], [1.900246, 0.751413, 0.647144], [-0.956495, -5.793159, 3.184228], [4.389042, -1.722500, -0.942493], [-0.260868, -6.862723, 1.946362], [0.647742, -5.460800, 2.515328], [-3.454630, 2.618112, 2.742058], [-1.887325, -1.399997, 5.398061], [1.358018, -1.217738, -2.457046], [-0.647868, 4.490559, 2.509785], [-1.905171, -2.425530, 1.069855], [-0.355371, -4.471145, -0.884510], [-2.142669, 5.353215, -2.764573], [1.288954, -1.429278, 0.129678], [-2.228353, -0.303731, -0.651867], [-4.223963, -3.946864, 0.525677], [-0.340344, 1.201310, 4.797747], [3.696653, 1.788808, -0.728894], [-3.159362, -0.819551, -0.409826], [-1.533913, 4.533580, -1.823622], [4.219516, 0.978250, -5.626176], [1.877579, 3.164605, -2.276711], [-1.462615, -2.482786, -1.701822], [-3.834171, -0.742469, -1.269275], [-4.276644, -2.885500, 0.296805], [1.039552, 1.126137, 1.204230], [2.981646, -0.714015, -2.927564], [-0.794870, -1.412417, 5.408019], [-0.995629, -4.986644, 1.154921], [-2.420105, -2.918813, -1.404690], [-1.133027, 3.237478, -2.139937], [5.527662, -2.097160, -0.661895], [-2.527516, 3.018452, 2.350949], [-4.650166, -2.374473, 1.187322], [1.116748, 4.897273, -0.219342], [-1.482194, 0.615862, -3.220580], [-2.443677, 6.358186, -2.493017], [0.106684, 1.171957, -3.642275], [-2.357828, 4.878025, -4.048257], [0.179898, -3.632703, 3.367884], [-1.359354, 2.752293, -3.439829], [0.041016, -6.128592, -0.391598], [-0.785843, 2.973009, 0.650247], [1.165996, 3.714689, -2.882512], [-1.805699, 0.661952, 3.958689], [5.429556, 0.122943, -4.059348], [-2.494083, 1.688178, 0.678851], [-0.750235, -1.687181, 2.929151], [-5.000985, -2.743656, -0.515744], [-0.102481, 3.998662, 1.323783], [-1.844666, 4.017113, 3.024329], [-0.953877, 1.358276, -3.823648], [-0.358705, 1.054878, 3.032361], [-1.371596, 4.908839, -0.820739], [1.708398, -0.415125, 3.250789], [-2.903350, -2.299016, -0.085756], [2.715284, 0.551201, 1.346573], [6.377319, 0.438635, -4.480853], [5.391255, -0.578712, -2.869767], [0.954178, -4.744435, 0.241769], [-0.714933, 0.602450, 3.960041], [5.203696, 2.671531, -1.954246], [-3.001904, -5.629787, 1.674632], [-1.164662, 1.167693, -4.876792], [-2.135549, 3.209917, -5.376605], [3.040938, 0.002774, -4.136756], [-0.249609, -0.846866, 4.085888], [-3.633064, -0.306836, 0.430445], [1.426338, 5.489924, 1.422092], [-0.358177, 2.092123, -0.916689], [-2.831390, 5.506066, -4.793986]], "atomic_forces_ev_per_a": [[0.0, 0.0, 0.0], [0.0, 0.0, 0.0], [0.0, 0.0, 0.0], [0.0, 0.0, 0.0], [0.0, 0.0, 0.0], [0.0, 0.0, 0.0], [0.0, 0.0, 0.0], [0.0, 0.0, 0.0], [0.0, 0.0, 0.0], [0.0, 0.0, 0.0], [0.0, 0.0, 0.0], [0.0, 0.0, 0.0], [0.0, 0.0, 0.0], [0.0, 0.0, 0.0], [0.0, 0.0, 0.0], [0.0, 0.0, 0.0], [0.0, 0.0, 0.0], [0.0, 0.0, 0.0], [0.0, 0.0, 0.0], [0.0, 0.0, 0.0], [0.0, 0.0, 0.0], [0.0, 0.0, 0.0], [0.0, 0.0, 0.0], [0.0, 0.0, 0.0], [0.0, 0.0, 0.0], [0.0, 0.0, 0.0], [0.0, 0.0, 0.0], [0.0, 0.0, 0.0], [0.0, 0.1, 0.1], [0.0, 0.0, 0.0], [0.0, 0.0, 0.0], [0.0, 0.0, 0.0], [0.0, 0.0, 0.0], [0.0, 0.0, 0.0], [0.0, 0.0, 0.0], [0.0, 0.0, 0.0], [0.0, 0.0, 0.0], [0.0, 0.0, 0.0], [0.0, 0.0, 0.0], [0.0, 0.0, 0.0], [0.0, 0.0, 0.0], [0.0, 0.0, 0.0], [0.0, 0.0, 0.0], [0.0, 0.0, 0.0], [0.0, 0.0, 0.0], [0.0, 0.0, -0.1], [0.0, 0.0, 0.0], [0.0, 0.0, 0.0], [0.0, 0.0, 0.0], [0.0, 0.0, 0.0], [0.0, 0.0, 0.0], [0.0, 0.0, 0.0], [0.0, 0.0, 0.0], [0.0, 0.0, 0.0], [0.0, 0.0, 0.0], [0.0, 0.0, 0.0], [0.0, 0.0, 0.0], [0.0, 0.0, 0.0], [0.0, 0.0, 0.0], [0.0, 0.0, 0.0], [0.0, 0.0, 0.0], [0.0, 0.0, 0.0], [0.0, 0.0, 0.0], [0.0, -0.1, 0.0], [0.0, 0.0, 0.0], [0.0, 0.0, 0.0], [0.0, 0.0, 0.0], [0.0, 0.0, 0.0], [0.0, 0.0, 0.0], [0.0, 0.0, 0.0], [0.0, 0.0, 0.0], [0.0, 0.0, 0.0], [0.0, 0.0, 0.0], [0.0, 0.0, 0.0], [0.0, 0.0, 0.0], [0.0, 0.0, 0.0], [0.0, 0.0, 0.0], [0.0, 0.0, 0.0], [0.0, 0.0, 0.0], [0.0, 0.0, 0.0], [0.0, 0.0, 0.0], [0.0, 0.0, 0.0], [0.0, 0.0, 0.0], [0.0, 0.0, 0.0], [0.0, 0.0, 0.0], [0.0, 0.0, 0.0], [0.0, 0.0, 0.0], [0.0, 0.0, 0.0], [0.0, 0.0, 0.0], [0.0, 0.0, 0.0], [0.0, 0.0, 0.0], [0.0, 0.0, 0.0], [0.0, 0.0, 0.0], [0.0, 0.0, 0.0], [0.0, 0.0, 0.0], [0.0, 0.0, 0.0], [0.0, 0.0, 0.0], [0.0, 0.0, 0.0], [0.0, 0.0, 0.0], [0.0, 0.0, 0.0], [0.0, 0.0, 0.0], [0.0, 0.0, 0.0], [0.0, 0.0, 0.0]], "mulliken_charge": [0.4853, 0.1975, 0.4278, -0.9743, -1.1998, 0.5293, 0.3350, 0.3356, -1.0313, 0.4591, 0.5060, 0.2713, -2.3264, 0.3551, 0.4334, 0.3379, 0.3299, 0.2831, -0.6532, -0.7412, -1.1163, 0.9268, 0.2086, 0.0846, 0.2132, -1.6139, 0.4576, -1.5030, -0.6828, -0.2431, -1.2081, -2.0352, 0.1518, -1.4920, 0.4070, 0.3464, 0.4850, 0.3394, 0.3796, 0.3863, -0.4483, -0.8981, -0.5886, 0.1448, -0.9014, 0.8999, 0.1640, 0.2464, 0.5555, -0.7905, -2.3278, -0.7169, 0.3750, -0.0619, 0.0700, 0.6390, -1.9753, -0.5597, 1.0037, -2.0914, 3.0485, -1.6768, 0.5016, -0.7762, -0.4214, 0.3602, 0.1834, 0.1468, 0.4093, -0.2422, -0.6674, 0.2108, 0.9513, 0.4646, 0.2345, 0.3349, 0.3064, -0.5072, 0.1567, -0.3382, 0.4812, 1.6250, -0.7118, -0.7923, 0.1241, 0.3582, 0.0278, 3.3544, 0.8609, 0.3610, -0.8237, 0.2259, -2.1153, 0.3041, 0.3445, 0.4214, 0.3713, -0.7779, 3.1766, 0.3492, 0.4924, 1.7306, 0.3422], "gap_ev": 5.32, "mol_weight_da": 807.669, "charge": -2, "e_lumo_ev": 4.18}



{"formula": "C45H54AsClGeN4O2PRuS4", "method": "ωB97M-V/def2-TZVPD", "species": ["C", "Ge", "C", "H", "H", "H", "C", "Ru", "C", "H", "C", "C", "H", "H", "C", "C", "H", "As", "C", "C", "N", "C", "H", "H", "H", "N", "C", "H", "H", "H", "H", "Cl", "H", "N", "H", "H", "S", "C", "H", "C", "C", "H", "H", "S", "C", "O", "C", "P", "C", "H", "H", "H", "H", "C", "C", "C", "C", "H", "C", "H", "H", "H", "H", "H", "C", "H", "H", "H", "H", "H", "H", "H", "H", "C", "N", "C", "C", "C", "H", "C", "H", "C", "C", "H", "C", "H", "C", "C", "C", "C", "H", "C", "H", "H", "H", "H", "C", "C", "C", "C", "C", "H", "S", "H", "S", "H", "O", "C", "H", "C", "H", "C", "H", "H"], "xyz": [[0.739585, 1.237153, -4.190021], [-4.949036, -2.427824, 1.583592], [0.767514, 0.447098, 3.826599], [1.782180, -1.662194, 2.626812], [-1.509794, -0.723757, 6.013342], [1.234000, 1.432211, -5.153270], [1.913003, 3.507519, 3.734833], [-1.946862, 0.026300, 1.596094], [2.398649, -0.949607, -5.421519], [3.452241, -3.288710, 1.574224], [-2.545242, 1.175771, -1.235296], [-0.523310, -0.455661, 5.674269], [2.735863, 5.165942, 4.789639], [2.741866, -1.582107, -6.288834], [-0.193590, -4.670478, 1.565844], [2.235145, 3.466304, 1.332983], [-1.605254, -1.874476, -1.557677], [-1.771337, 3.901610, 2.132328], [2.517619, 4.765723, 3.796322], [0.248338, -6.101421, 1.543146], [-1.100073, -1.945455, 1.582046], [-1.819116, 0.046461, 3.740469], [2.893642, 5.306850, 0.462037], [2.787622, 0.083965, -5.498359], [1.042994, -6.299446, 2.294871], [-1.834847, -0.103601, -2.747166], [-3.994525, -0.667572, 1.661912], [-2.977130, 2.008285, -0.711889], [5.455802, -2.359163, 0.379953], [3.926193, 5.815370, -3.931880], [-4.412113, -0.312821, 2.600837], [2.229411, 7.753674, -2.783590], [0.060535, -1.695439, -0.111932], [-2.329107, 1.173375, -2.511397], [2.196042, 3.003335, 0.316113], [-4.456123, -3.374618, -0.693682], [-3.055303, 2.011956, 1.714683], [-4.748270, -3.189598, 3.324520], [-6.879380, -1.508313, 0.244390], [-6.823012, -2.020466, 1.216880], [-1.123488, -4.194681, 2.505106], [3.640964, 3.338524, -4.218863], [2.820270, -1.353967, -4.477862], [-2.587379, 4.723363, 3.923136], [1.687532, 1.755922, -3.075071], [-2.809173, -0.103155, 4.458317], [0.848078, -1.056318, -5.424485], [1.343372, 1.115034, 2.225802], [2.688810, 4.794796, 1.389649], [1.222611, 1.518336, -2.094653], [5.404974, 0.007135, -0.273654], [-4.786315, -4.686304, 0.471838], [3.703384, 1.615991, 0.632615], [2.884036, 5.425129, 2.616119], [2.596395, -1.331550, 1.985658], [4.595807, -1.741658, 0.687618], [0.890885, 5.413401, -2.373324], [0.927925, 0.434876, -7.072579], [0.832295, 4.026836, -2.409041], [0.505937, -0.868861, 7.505243], [-3.183062, -3.814196, 0.466251], [0.562915, -1.209218, -7.533616], [-7.257860, -1.356087, 1.975810], [-1.503216, -1.446269, -4.337255], [3.075227, 5.299264, -3.566308], [3.368152, 6.404907, 2.671499], [1.172322, -3.063680, -6.040598], [-0.027403, 3.557706, -1.914692], [-2.208978, -2.481869, 3.274714], [2.687485, 1.255742, -3.149809], [2.669916, 0.152647, 6.624976], [0.983584, -0.354034, -2.234819], [-0.162597, 1.866721, -4.226647], [0.301248, -0.258664, -4.119406], [-2.278523, -0.062015, -0.607029], [2.688426, 0.053318, 1.707254], [-1.228242, -0.404247, -4.085695], [3.684364, 0.540369, 0.861062], [0.683136, -6.367653, 0.543056], [-4.257176, -3.723484, 0.323049], [-5.628708, -3.831278, 3.504805], [0.576865, -0.455108, 6.510188], [-1.490691, -2.844905, 2.524121], [-0.609358, -2.619435, -5.692553], [-0.486125, 0.025050, 4.361519], [-0.745836, -0.253018, -6.739776], [0.220409, -3.726214, 0.612859], [2.930499, 3.916926, -3.626789], [-1.912815, -0.824323, -1.620516], [1.858867, 2.808128, 2.499612], [-7.436311, -2.938751, 1.215646], [1.755393, 0.065435, 6.046396], [-4.478747, -0.031024, 0.892520], [-4.750977, -2.357602, 4.045483], [-0.559886, -6.808795, 1.835320], [-3.869072, -3.828767, 3.421148], [1.866792, 0.516391, 4.721938], [3.531881, -2.218128, 1.434702], [4.629987, -0.368567, 0.375481], [1.813428, 3.269262, -3.074736], [0.334849, -0.466020, -6.746521], [2.832502, 0.882716, 4.383977], [-0.099325, 1.088768, 0.820502], [0.137118, 6.007778, -1.882897], [-2.157922, 4.713835, 0.126077], [-1.673990, 0.301083, -4.798551], [0.835545, -0.950234, -2.997657], [2.033399, 6.054806, -2.927743], [0.529755, -2.923310, -4.344968], [-0.257617, -2.425392, 0.618679], [-1.559428, -4.834363, 3.273107], [0.436823, -2.524318, -5.366263], [1.485781, 3.034373, 4.643710], [0.965438, -3.993271, -0.154427]], "atomic_forces_ev_per_a": [[0.0, 0.4, -0.2], [1.6, 1.5, -0.1], [2.1, 1.1, -1.1], [0.1, -0.1, -0.2], [0.0, -0.3, 0.2], [-0.1, -0.1, 0.2], [-0.1, -0.7, -0.1], [-2.7, -0.8, 1.2], [0.1, -0.7, 0.0], [-0.2, 0.0, 0.3], [-0.2, -1.5, 0.5], [0.8, 0.3, 1.0], [-0.3, 0.2, -0.4], [0.1, 0.8, 0.8], [0.3, -0.7, -0.6], [0.4, 1.1, -0.7], [-0.1, 0.6, 0.0], [-0.9, -0.3, -0.7], [-0.2, -0.5, -0.1], [0.5, -0.3, 0.0], [-0.5, 0.7, 0.6], [0.9, -0.4, -0.5], [0.2, 0.1, -0.1], [-0.3, -0.5, -0.3], [-0.1, 0.0, -0.3], [-0.3, 0.7, -1.5], [-0.6, 0.0, -0.2], [0.2, 0.2, 0.1], [-0.8, 0.1, 0.0], [0.6, 0.3, -0.4], [0.0, 0.2, 0.3], [0.0, 0.6, 0.0], [0.3, -0.1, 0.0], [1.0, -0.7, -0.5], [-0.3, 0.3, 1.1], [0.1, -0.1, -0.1], [0.1, 0.2, 1.0], [-0.9, -0.6, 0.9], [-0.1, -0.2, 0.2], [-0.6, -0.1, 0.0], [-1.0, 2.0, 1.0], [0.1, 0.0, 0.4], [-0.3, 0.0, -0.6], [0.3, 0.0, -0.6], [-0.3, -0.4, 0.1], [-0.3, 0.0, -0.7], [0.4, 1.3, 1.2], [-2.9, -1.3, 2.7], [-0.1, -0.4, 0.2], [0.4, -0.1, -0.3], [0.3, 0.0, 0.0], [0.5, 0.3, -0.1], [0.3, -0.7, 0.0], [0.2, -0.2, 0.2], [0.2, 0.6, -0.4], [0.3, 1.2, -0.2], [1.8, 0.6, -0.6], [-0.8, -0.6, 0.5], [-0.1, -0.1, -0.3], [-0.1, 0.0, 0.2], [0.1, -0.2, 0.1], [-0.4, 0.2, 0.2], [0.3, -0.1, -0.1], [0.0, 0.6, 0.2], [-2.4, 0.4, 1.4], [-0.3, -0.3, -0.1], [-1.2, 0.2, 0.6], [0.3, 0.0, -0.2], [0.6, -0.1, -0.4], [-0.8, 0.4, 0.1], [-0.2, -0.2, 0.3], [-0.3, -0.4, -0.6], [0.2, -0.1, 0.3], [0.6, -0.3, -0.6], [-0.5, 1.1, -1.9], [0.5, -0.6, -0.3], [-0.9, -0.3, 1.0], [0.2, -0.6, 0.1], [-0.5, 0.0, 0.8], [-0.6, -0.3, -0.5], [0.2, 0.2, 0.2], [-2.2, -0.9, 0.3], [-0.5, -1.8, 0.6], [0.5, -0.4, -0.1], [-1.7, 0.1, -0.8], [0.4, -0.1, -0.1], [0.2, 0.8, -0.6], [-0.5, 0.0, -0.4], [0.9, -0.2, 0.3], [0.7, 0.8, -0.1], [0.2, 0.3, -0.2], [2.8, 1.4, -2.0], [0.1, -0.3, 0.1], [0.2, -0.4, 0.0], [0.2, 0.3, -0.5], [0.0, 0.3, 0.0], [-0.7, -0.9, 1.1], [-0.1, 0.1, 0.3], [0.0, 0.1, 0.0], [0.2, 0.1, 0.4], [0.8, 0.4, -0.6], [0.0, 0.0, 0.0], [2.1, 0.7, -0.7], [-0.2, -0.1, 0.2], [0.4, 0.1, 0.8], [-0.1, -0.3, 0.3], [0.2, 0.2, 0.3], [0.3, -2.2, -0.3], [0.0, 0.1, -0.4], [0.9, -0.9, -0.5], [0.2, 0.0, -0.1], [0.8, -0.3, -0.2], [0.6, 0.3, -0.7], [-0.4, 0.1, 0.3]], "mulliken_spin": [0.0001, 0.0216, 0.3207, 0.0160, 0.0225, -0.0002, -0.0158, 1.6348, 0.0001, -0.0020, 0.0043, -0.0722, 0.0002, 0.0000, 0.2901, -0.0002, 0.0163, 0.2895, -0.0138, -0.0122, 0.1943, 0.1462, 0.0015, 0.0001, 0.0380, -0.0054, 0.0001, -0.0023, 0.0014, 0.0000, -0.0077, 0.0000, -0.0504, 0.0010, 0.0055, 0.0008, 0.4068, 0.0233, 0.0004, 0.0007, 0.0053, 0.0000, 0.0000, 0.3683, 0.0001, 0.1254, -0.0029, -0.0373, 0.0022, 0.0069, 0.0005, -0.0027, 0.0017, 0.0032, 0.0183, 0.0046, 0.0046, 0.0001, 0.0010, 0.0230, -0.0151, 0.0001, -0.0007, 0.0023, 0.0000, 0.0003, 0.0000, -0.0031, 0.0095, -0.0001, 0.0241, 0.0018, 0.0004, -0.0038, -0.0369, -0.0073, -0.0007, 0.0071, 0.0060, 0.0360, -0.0024, 0.1330, 0.0952, 0.0006, 0.0684, -0.0002, 0.0142, -0.0001, -0.0009, 0.0549, -0.0005, 0.1402, -0.0023, 0.0014, 0.0108, 0.0006, -0.0742, 0.0029, 0.0050, 0.0000, 0.0002, 0.0334, 0.0662, 0.0015, 0.2930, -0.0002, 0.0019, -0.0009, 0.0061, 0.2733, 0.0499, -0.0028, 0.0088, 0.0264], "gap_ev": [2.80, 5.63], "mol_weight_da": 1126.250, "charge": -2, "spin_multiplicity": 6, "e_lumo_ev": [3.39, 3.38]}



Table of energy above the lowest of the compared OMol25 structures with the same formula, charge and spin (eV), in record order: 0.2122 0.5245